Entry from OMol25: a structure of composition C11H17NO4SeSiTl (ωB97M-V/def2-TZVPD).

Values from the calculation:
E_tot = -99281.7026 eV
LUMO level = 0.08287 Ha
orbital gap = 0.23637 Ha
total charge = -1
max |F| = 0.2 eV/Å

Geometry (Å):
Tl (-0.829, -0.653, -1.385)
C (3.178, -2.229, -0.366)
C (3.013, -0.733, -0.304)
O (1.928, -0.210, -0.438)
C (4.217, 0.127, -0.064)
C (5.503, -0.404, 0.014)
C (6.595, 0.422, 0.233)
C (6.410, 1.790, 0.383)
C (5.130, 2.326, 0.309)
C (4.042, 1.500, 0.086)
H (2.194, -2.688, -0.444)
H (3.680, -2.599, 0.529)
H (3.785, -2.510, -1.230)
H (5.657, -1.470, -0.098)
H (7.588, -0.004, 0.289)
H (7.262, 2.434, 0.561)
H (4.983, 3.392, 0.429)
H (3.037, 1.898, 0.028)
C (-2.622, -4.313, 1.602)
Si (-2.481, -4.008, -0.252)
C (-3.693, -2.635, -0.687)
C (-3.092, -5.572, -1.119)
Se (-0.385, -3.523, -0.855)
H (-3.593, -4.747, 1.862)
H (-2.509, -3.366, 2.135)
H (-1.838, -4.989, 1.948)
H (-4.706, -2.907, -0.369)
H (-3.725, -2.459, -1.767)
H (-3.426, -1.700, -0.190)
H (-4.045, -5.904, -0.694)
H (-2.371, -6.387, -1.020)
H (-3.235, -5.379, -2.185)
O (-1.478, -0.391, 1.033)
N (-1.809, 0.823, 1.261)
O (-2.040, 1.177, 2.414)
O (-1.894, 1.611, 0.300)